# 1
{
  "formula": "C33H23Cl3N8O3RbS",
  "method": "the ωB97M-V functional and the def2-TZVPD basis",
  "e_above_lowest_kcal_mol": 37.9,
  "homo_lumo_gap_ev": 6.20,
  "total_charge": -1,
  "homo_ev": -4.23,
  "fmax_ev_per_a": 2.64,
  "species": ["Rb", "N", "C", "N", "C", "N", "N", "C", "C", "C", "C", "C", "C", "N", "C", "C", "C", "C", "C", "C", "H", "H", "H", "H", "H", "H", "H", "H", "H", "H", "H", "O", "N", "N", "O", "C", "C", "C", "C", "C", "C", "H", "H", "H", "H", "H", "Cl", "C", "C", "C", "Cl", "C", "O", "C", "Cl", "C", "H", "H", "S", "C", "N", "C", "C", "C", "C", "C", "C", "H", "H", "H", "H", "H"],
  "coordinates": [[0.686, 0.926, -0.079], [-0.467, -4.478, 1.032], [-0.520, -3.131, 1.254], [0.352, -2.473, 1.901], [1.482, -3.122, 2.383], [2.435, -2.448, 2.916], [2.584, -1.169, 2.894], [2.505, -0.370, 3.878], [2.901, 1.026, 3.743], [3.417, 1.717, 4.844], [3.819, 3.030, 4.675], [3.639, 3.629, 3.438], [3.084, 2.871, 2.414], [2.750, 1.603, 2.553], [1.547, -4.580, 2.319], [2.540, -5.341, 2.930], [2.522, -6.723, 2.843], [1.489, -7.368, 2.177], [0.481, -6.631, 1.581], [0.518, -5.242, 1.626], [-1.160, -4.931, 0.458], [-1.379, -2.616, 0.853], [2.156, -0.690, 4.865], [3.523, 1.221, 5.798], [4.262, 3.583, 5.493], [3.919, 4.657, 3.263], [2.881, 3.308, 1.447], [3.327, -4.833, 3.466], [3.314, -7.302, 3.297], [1.463, -8.447, 2.126], [-0.339, -7.121, 1.078], [1.638, -0.213, -2.145], [1.139, 0.557, -3.046], [-0.086, 0.897, -2.890], [-0.844, 0.557, -1.916], [-0.632, 1.714, -3.889], [0.006, 1.927, -5.110], [-0.585, 2.743, -6.055], [-1.799, 3.366, -5.797], [-2.441, 3.134, -4.590], [-1.871, 2.302, -3.647], [0.954, 1.450, -5.302], [-0.097, 2.889, -7.009], [-2.247, 4.013, -6.540], [-3.395, 3.596, -4.379], [-2.354, 2.088, -2.705], [-3.974, 5.908, 3.696], [-2.642, 5.215, 2.828], [-2.471, 3.840, 2.809], [-1.421, 3.307, 2.098], [-1.232, 1.594, 2.053], [-0.472, 4.075, 1.347], [0.461, 3.573, 0.683], [-0.726, 5.480, 1.447], [0.352, 6.532, 0.591], [-1.769, 6.044, 2.143], [-3.155, 3.193, 3.338], [-1.906, 7.115, 2.147], [0.323, -2.541, -3.922], [0.439, -2.638, -2.186], [-0.631, -2.408, -1.528], [-1.652, -2.019, -2.350], [-2.907, -1.560, -1.961], [-3.816, -1.183, -2.927], [-3.508, -1.290, -4.282], [-2.269, -1.738, -4.695], [-1.337, -2.069, -3.726], [1.373, -2.928, -1.745], [-3.146, -1.471, -0.913], [-4.778, -0.791, -2.631], [-4.243, -1.002, -5.019], [-2.014, -1.813, -5.742]],
  "atomic_forces_ev_per_a": [[1.430, 0.312, 1.867], [-0.264, 0.044, -0.060], [-0.248, -0.287, -0.102], [0.045, 0.588, 0.028], [0.279, 1.165, 0.314], [0.101, -2.568, 0.604], [0.049, 2.158, -0.723], [-0.335, -1.130, 0.253], [0.178, 0.766, 0.073], [-0.086, -0.208, -0.210], [-0.038, 0.131, -0.154], [0.045, -0.112, 0.074], [0.185, 0.377, 0.016], [-0.270, -0.377, -0.197], [-0.192, -0.448, -0.037], [-0.083, -0.097, -0.132], [0.170, 0.066, 0.098], [-0.153, 0.059, -0.096], [0.114, -0.089, -0.060], [0.439, 0.030, 0.365], [0.002, 0.189, 0.030], [-0.070, -0.076, -0.070], [0.142, -0.159, -0.003], [-0.013, -0.062, 0.060], [-0.033, 0.003, 0.056], [-0.027, 0.073, -0.005], [-0.035, 0.112, -0.083], [0.027, 0.092, 0.007], [0.003, -0.005, 0.049], [-0.005, -0.033, -0.003], [-0.072, -0.082, -0.090], [-0.338, 0.409, -1.263], [1.215, -0.668, 0.077], [0.359, -0.257, 0.040], [-1.326, -0.459, -0.339], [-0.562, 0.820, -0.982], [0.053, -0.104, 0.118], [-0.058, 0.066, -0.039], [-0.111, 0.007, -0.072], [-0.005, 0.069, -0.205], [0.223, -0.257, 0.327], [0.040, -0.024, -0.005], [0.062, 0.045, -0.027], [-0.013, 0.010, -0.014], [-0.040, 0.046, -0.007], [0.006, 0.028, -0.006], [-0.342, 0.159, 0.249], [0.117, -0.105, -0.096], [-0.020, 0.140, 0.008], [-0.031, 0.516, -0.086], [-0.487, -0.451, 0.670], [-0.334, 0.186, 0.274], [0.408, -0.161, -0.236], [-0.007, -0.027, -0.036], [0.230, 0.176, -0.156], [-0.039, -0.204, 0.071], [-0.031, -0.025, 0.027], [0.001, 0.066, 0.013], [-0.229, 0.016, 0.204], [-0.103, -0.281, -0.548], [0.223, -0.055, 0.828], [-0.296, -0.005, -1.083], [0.007, -0.148, -0.008], [-0.016, -0.086, 0.151], [0.013, 0.016, -0.196], [-0.035, 0.108, -0.123], [0.092, -0.133, 0.386], [0.248, -0.021, 0.198], [0.012, 0.045, 0.153], [-0.075, 0.006, 0.026], [-0.042, 0.030, -0.062], [-0.050, 0.075, -0.103]],
  "mulliken_charge": [0.5865, 0.0393, -0.2670, -0.4137, 0.4883, -0.5397, -0.1444, -0.6545, 0.7959, -0.6897, -0.2230, -0.7334, -0.1596, 0.0465, 0.7703, -0.4489, -0.6896, -0.4319, -0.7404, -0.0002, 0.2178, 0.4564, 0.2936, 0.3763, 0.3990, 0.3903, 0.3828, 0.4527, 0.3850, 0.3836, 0.3782, -0.6104, -0.4954, 1.4947, -0.6099, -0.2710, -0.3679, -0.6073, -0.3404, -0.7650, -0.0799, 0.4761, 0.3643, 0.3782, 0.3651, 0.4904, -0.2830, 0.5161, -0.7958, 0.8472, -0.1629, -0.7754, -0.6535, 0.5162, -0.2658, -0.7775, 0.4110, 0.4175, -0.2450, -0.2751, 0.0794, -0.9211, -0.2841, -0.7077, -0.4815, -0.4054, 1.0721, 0.4673, 0.3900, 0.3897, 0.3841, 0.4148]
}

=====

# 2
{
  "formula": "C5H13N",
  "method": "the ωB97M-V functional and the def2-TZVPD basis",
  "e_above_lowest_kcal_mol": 48.8,
  "homo_lumo_gap_ev": 10.71,
  "total_charge": 0,
  "smiles": "C=NC.CCC",
  "homo_ev": -9.73,
  "fmax_ev_per_a": 3.15,
  "species": ["C", "N", "C", "H", "H", "H", "H", "H", "C", "C", "C", "H", "H", "H", "H", "H", "H", "H", "H"],
  "coordinates": [[0.477, 1.316, -3.599], [-0.220, 1.814, -2.666], [-0.254, 1.023, -1.419], [0.141, 1.630, -4.599], [1.211, 0.501, -3.549], [0.243, 0.042, -1.574], [-1.323, 0.843, -1.303], [0.017, 1.448, -0.450], [-0.386, -0.035, 2.758], [0.228, -1.091, 1.837], [0.118, -2.511, 2.294], [-0.282, 0.992, 2.448], [-0.071, -0.260, 3.793], [-1.495, -0.120, 2.793], [1.287, -0.782, 1.920], [0.167, -0.928, 0.744], [0.422, -3.214, 1.516], [0.864, -2.700, 3.078], [-0.872, -2.673, 2.751]],
  "atomic_forces_ev_per_a": [[-1.224, 0.404, -0.797], [0.492, -0.789, 0.747], [-0.332, -0.562, -0.367], [0.980, 0.291, 0.134], [-0.266, -0.030, 0.359], [-0.089, 0.456, 0.342], [-0.053, -0.336, 0.070], [0.496, 0.568, -0.487], [-2.206, -1.218, 0.158], [2.387, 1.996, -0.510], [0.200, -0.316, 0.733], [0.822, 0.314, 0.038], [0.148, 0.577, -0.443], [0.381, -0.268, -0.002], [0.144, -0.537, -0.005], [-1.152, -0.145, 0.477], [-0.675, -0.061, -0.054], [-0.304, 0.145, 0.134], [0.252, -0.487, -0.526]],
  "mulliken_charge": [-0.2423, -0.3955, -0.5889, 0.2446, 0.2486, 0.2650, 0.2542, 0.1999, -1.2200, 0.2650, -1.1160, 0.3458, 0.3151, 0.3139, 0.2045, -0.0193, 0.3567, 0.2840, 0.2848]
}

=====

# 3
{
  "formula": "C4H7NO",
  "method": "the ωB97M-V functional and the def2-TZVPD basis",
  "e_above_lowest_kcal_mol": 96.7,
  "homo_lumo_gap_ev": 9.13,
  "total_charge": 0,
  "homo_ev": -8.47,
  "fmax_ev_per_a": 0.60,
  "species": ["C", "C", "C", "N", "C", "O", "H", "H", "H", "H", "H", "H", "H"],
  "coordinates": [[0.719, 1.103, -1.254], [0.182, 0.563, 0.051], [-1.244, 0.746, 0.419], [-0.428, -0.788, 0.007], [-0.158, -1.746, 0.986], [0.708, -1.635, 1.815], [1.662, 0.625, -1.541], [0.907, 2.173, -1.119], [-0.013, 0.995, -2.061], [0.941, 0.531, 0.836], [-1.299, 0.634, 1.516], [-1.116, -0.998, -0.700], [-0.836, -2.614, 0.924]],
  "atomic_forces_ev_per_a": [[-0.040, 0.007, -0.037], [0.059, 0.055, -0.063], [0.189, 0.114, 0.347], [-0.080, -0.090, 0.102], [0.176, 0.072, 0.284], [-0.477, -0.027, -0.357], [-0.165, 0.022, 0.052], [-0.021, -0.138, -0.045], [0.055, -0.003, 0.122], [-0.110, 0.062, -0.081], [0.034, 0.050, -0.088], [0.244, -0.164, -0.181], [0.135, 0.040, -0.054]],
  "mulliken_charge": [-1.4049, 0.2783, -0.5204, -0.1885, 0.0772, -0.4768, 0.3405, 0.3302, 0.3405, 0.3464, 0.1526, 0.3918, 0.3333]
}

=====

# 4
{
  "formula": "C5H14",
  "method": "the ωB97M-V functional and the def2-TZVPD basis",
  "e_above_lowest_kcal_mol": 33.6,
  "homo_lumo_gap_ev": 11.86,
  "total_charge": 0,
  "smiles": "CCC.CC",
  "homo_ev": -10.74,
  "fmax_ev_per_a": 3.79,
  "species": ["C", "C", "C", "H", "H", "H", "H", "H", "H", "H", "H", "C", "C", "H", "H", "H", "H", "H", "H"],
  "coordinates": [[-0.902, -1.981, -0.246], [0.103, -1.804, -1.330], [0.940, -0.492, -1.332], [-1.860, -1.404, -0.343], [-1.186, -3.044, -0.139], [-0.487, -1.705, 0.660], [0.664, -2.793, -1.337], [-0.387, -2.019, -2.332], [0.648, 0.504, -1.445], [1.497, -0.318, -0.351], [1.722, -0.670, -2.042], [-0.725, 2.031, 1.822], [0.582, 2.104, 0.983], [-1.352, 1.198, 1.478], [-0.813, 2.076, 2.877], [-1.339, 2.870, 1.433], [1.411, 2.778, 1.202], [0.253, 2.151, -0.010], [1.242, 1.231, 0.968]],
  "atomic_forces_ev_per_a": [[-2.371, -0.523, -0.703], [-0.436, -0.950, -2.087], [2.156, -2.420, 1.969], [0.856, -0.318, -0.169], [0.010, 0.447, -0.152], [0.874, 0.605, 2.078], [0.620, 1.668, 0.434], [0.214, 1.016, 0.830], [-1.962, 1.153, -0.895], [-0.563, -1.011, -0.888], [0.628, 0.163, -0.572], [-0.697, 0.810, -2.342], [0.971, -1.309, 1.670], [0.483, -0.288, 0.154], [0.788, -0.031, 1.053], [0.292, -0.070, 0.492], [-0.923, 1.143, 0.197], [-0.186, 0.664, -1.536], [-0.754, -0.749, 0.468]],
  "mulliken_charge": [-1.1158, -0.1804, -1.0299, 0.2472, 0.3334, 0.3265, 0.2572, 0.2731, 0.3746, 0.1670, 0.3396, -0.8515, -0.7103, 0.1924, 0.3605, 0.2661, 0.3732, 0.2176, 0.1592]
}